1.
Here is a molecular structure, C46H45IN4O2TeTi in a non-equilibrium geometry from the OMol25 dataset. Energies are from ωB97M-V with the def2-TZVPD basis set.

CARTESIAN COORDINATES (ANGSTROEM)
Ti: -0.0408 -0.7256 0.0277
C: 0.5320 -4.0612 0.6392
O: 0.9736 -3.2970 -0.5175
C: 2.3941 -3.1492 -0.6113
C: 3.2445 -4.1584 -0.9184
C: 4.6449 -3.9837 -0.8480
C: 5.1009 -2.7822 -0.3583
C: 4.2227 -1.7175 -0.0973
C: 2.8522 -1.8884 -0.1789
N: 1.9639 -0.9492 0.2526
N: 2.6326 -0.0660 1.0720
C: 2.0151 0.4793 2.0872
C: 0.7830 -0.0949 2.6494
O: 0.1493 -1.0548 2.0770
C: 0.4569 0.3044 3.9619
C: 1.2091 1.2875 4.6465
C: 2.3472 1.9332 4.0304
C: 3.1087 2.9316 4.6974
C: 4.2779 3.4321 4.2095
C: 4.7683 2.9991 2.9523
C: 4.0176 2.1018 2.2471
C: 2.8009 1.4998 2.7603
H: 1.2401 -4.8580 0.8238
H: 0.4144 -3.3676 1.4721
H: -0.4534 -4.4635 0.3753
H: 2.8181 -5.0943 -1.2173
H: 5.2603 -4.8416 -1.0217
H: 6.1474 -2.6210 -0.2204
H: 4.5503 -0.7535 0.3091
H: -0.3612 -0.1642 4.4495
H: 0.9109 1.5475 5.6721
H: 2.7891 3.3359 5.6970
H: 4.8263 4.1318 4.7820
H: 5.6871 3.4459 2.5896
H: 4.2195 1.7783 1.2492
C: -4.0836 3.2214 0.8271
Te: -4.8721 1.4221 0.0805
C: -5.0009 1.9305 -1.9904
H: -3.5489 3.6890 0.0077
H: -3.4391 3.0204 1.6888
H: -4.9593 3.8178 1.1199
H: -5.8660 2.5579 -2.1958
H: -5.1865 0.9017 -2.4134
H: -4.0680 2.3579 -2.3650
C: -0.8747 3.1885 -1.3780
C: 0.0398 2.5673 -0.2612
C: -0.2368 3.4926 0.9358
C: -0.3072 1.1062 0.0098
C: 1.4356 2.7471 -0.8890
C: 1.8118 2.0485 -2.0508
C: 3.0929 2.0832 -2.5907
C: 4.0719 2.8467 -1.9212
C: 3.7231 3.6016 -0.8331
C: 2.4021 3.5554 -0.3479
H: -1.9487 3.1176 -1.0790
H: -0.7155 2.6855 -2.3581
H: -0.6216 4.2276 -1.5460
H: -1.3084 3.6322 1.1210
H: 0.1702 4.4482 0.6323
H: 0.3035 3.2654 1.8553
H: -1.3318 0.9548 0.4440
H: 1.1173 1.3545 -2.5559
H: 3.3675 1.4774 -3.4306
H: 5.0834 2.8763 -2.3126
H: 4.4643 4.2698 -0.4021
H: 2.1957 4.1687 0.5224
C: -4.0104 -2.4366 3.8034
C: -3.3280 -1.2230 3.5392
C: -2.6336 -1.0545 2.3565
C: -2.5288 -2.0814 1.3918
C: -3.1981 -3.2831 1.7163
C: -3.9371 -3.4676 2.8751
N: -1.8383 -1.9080 0.1984
C: -2.6127 -2.3705 -0.9180
C: -3.9686 -2.0189 -1.0568
C: -4.6995 -2.3544 -2.1919
C: -4.1043 -3.0208 -3.2478
C: -2.7387 -3.3242 -3.1823
C: -2.0142 -3.0182 -2.0160
H: -4.5532 -2.5655 4.7419
H: -3.3769 -0.4003 4.2556
H: -2.0999 -0.1496 2.1973
H: -3.1069 -4.1043 1.0370
H: -4.4497 -4.4005 3.0308
H: -4.4638 -1.5429 -0.2219
H: -5.7873 -2.1321 -2.1409
H: -4.6965 -3.2631 -4.1585
H: -2.2157 -3.8804 -3.9136
H: -0.9472 -3.1754 -1.9918
I: -2.7031 0.8187 -4.9313
C: -0.9805 -0.1111 -4.2408
C: 0.0469 -0.5718 -5.0726
C: 1.1823 -1.0702 -4.3106
C: 1.1022 -1.1721 -2.9460
N: -0.0135 -0.8315 -2.1531
C: -1.0333 -0.2502 -2.8882
H: 0.0551 -0.6266 -6.1451
H: 2.0542 -1.4846 -4.7759
H: 1.9742 -1.5061 -2.4209
H: -1.7887 0.2304 -2.2846

The orbital gap (spin up / spin down) is 3.524 / 5.309 eV. As for the spin multiplicity: 3. The LUMO energy (spin up / spin down) is 3.63 / 3.63 eV. The calculation puts the energy above the lowest of the compared OMol25 structures with the same formula, charge and spin at 0.733 eV. As for the total charge: -2.

Löwdin population analysis, charges in e, atoms 1 to 99:
1. Ti 0.971
2. C -0.043
3. O -0.174
4. C -0.234
5. C -0.045
6. C -0.121
7. C -0.114
8. C -0.020
9. C -0.251
10. N -0.071
11. N 0.069
12. C -0.180
13. C -0.359
14. O -0.170
15. C -0.015
16. C -0.050
17. C -0.201
18. C -0.080
19. C -0.137
20. C -0.109
21. C -0.035
22. C -0.086
23. H 0.079
24. H 0.077
25. H 0.083
26. H 0.106
27. H 0.074
28. H 0.078
29. H 0.101
30. H 0.086
31. H 0.088
32. H 0.111
33. H 0.069
34. H 0.086
35. H 0.081
36. C -0.510
37. Te 1.134
38. C -0.495
39. H -0.026
40. H -0.005
41. H -0.021
42. H -0.020
43. H -0.017
44. H -0.038
45. C -0.048
46. C -0.505
47. C -0.053
48. C -0.165
49. C -0.173
50. C -0.020
51. C -0.064
52. C -0.120
53. C -0.116
54. C -0.051
55. H 0.055
56. H 0.078
57. H 0.075
58. H 0.059
59. H 0.060
60. H 0.080
61. H 0.035
62. H 0.100
63. H 0.089
64. H 0.085
65. H 0.094
66. H 0.101
67. C -0.135
68. C -0.099
69. C -0.065
70. C -0.316
71. C -0.048
72. C -0.122
73. N -0.031
74. C -0.282
75. C -0.077
76. C -0.126
77. C -0.137
78. C -0.083
79. C -0.041
80. H 0.077
81. H 0.094
82. H 0.074
83. H 0.099
84. H 0.082
85. H 0.050
86. H 0.102
87. H 0.094
88. H 0.081
89. H 0.087
90. I 0.818
91. C -0.768
92. C -0.187
93. C -0.112
94. C -0.161
95. N -0.087
96. C -0.318
97. H 0.055
98. H 0.077
99. H 0.078

***

2.
Here is a molecular structure, C46H46CoN5O4PS2 in a non-equilibrium geometry from the OMol25 dataset. Energies are from ωB97M-V with the def2-TZVPD basis set.

CARTESIAN COORDINATES (ANGSTROEM)
Co: -1.1067 0.5067 -0.0878
O: -4.3406 -0.0251 1.0606
C: -3.7264 -0.4296 0.0967
O: -2.8546 0.2736 -0.5946
C: -3.8378 -1.8273 -0.4290
C: -5.0341 -2.5268 -0.3429
C: -5.1222 -3.8086 -0.8587
C: -4.0084 -4.4047 -1.4356
C: -2.8013 -3.7259 -1.4853
C: -2.7087 -2.4278 -0.9893
P: -1.0672 -1.6286 -0.9764
C: -0.6229 -1.3933 -2.7106
C: 0.7000 -1.2768 -3.1440
C: 0.9753 -0.9815 -4.4682
C: -0.0622 -0.7728 -5.3641
C: -1.3770 -0.8564 -4.9356
C: -1.6602 -1.1634 -3.6152
C: -0.0308 -2.9101 -0.2050
C: 0.9355 -3.6610 -0.8709
C: 1.7012 -4.5877 -0.1769
C: 1.5029 -4.7853 1.1798
C: 0.5099 -4.0767 1.8414
C: -0.2475 -3.1437 1.1553
H: -5.8853 -2.0449 0.1172
H: -6.0572 -4.3479 -0.8097
H: -4.0761 -5.4067 -1.8351
H: -1.9305 -4.2107 -1.9078
H: 1.5190 -1.3948 -2.4499
H: 2.0013 -0.9035 -4.7988
H: 0.1557 -0.5337 -6.3953
H: -2.1864 -0.6744 -5.6280
H: -2.6886 -1.2194 -3.2840
H: 1.0714 -3.5620 -1.9353
H: 2.4478 -5.1636 -0.7053
H: 2.1067 -5.5039 1.7162
H: 0.3162 -4.2576 2.8903
H: -1.0385 -2.6178 1.6785
C: 5.8725 0.7929 -0.9970
C: 5.1448 0.3515 0.2711
C: 5.5310 1.2979 1.4166
C: 5.5675 -1.0824 0.6190
C: 3.6350 0.3832 0.0950
C: 3.0114 0.7319 -1.0927
C: 1.6270 0.7540 -1.1836
N: 0.8540 0.4546 -0.1401
C: 1.4353 0.0929 1.0207
C: 2.8024 0.0453 1.1683
C: 0.4576 -0.2105 2.0775
C: 0.7797 -0.6371 3.3574
C: -0.2198 -0.8719 4.2909
C: -1.5374 -0.6568 3.8744
C: -1.8027 -0.2340 2.5924
N: -0.8172 -0.0221 1.7088
C: 0.0708 -1.3187 5.7160
C: -0.6157 -2.6682 5.9730
C: -0.4961 -0.2613 6.6765
C: 1.5679 -1.4712 5.9808
H: 6.9463 0.7786 -0.8165
H: 5.5998 1.8067 -1.2889
H: 5.6715 0.1243 -1.8342
H: 6.6139 1.3055 1.5333
H: 5.0982 0.9884 2.3672
H: 5.2046 2.3168 1.2092
H: 6.6481 -1.1238 0.7513
H: 5.2973 -1.7748 -0.1788
H: 5.1055 -1.4310 1.5422
H: 3.5721 1.0085 -1.9717
H: 1.1355 1.0267 -2.1080
H: 3.2287 -0.2392 2.1184
H: 1.8148 -0.7814 3.6164
H: -2.3678 -0.8134 4.5459
H: -2.8119 -0.0608 2.2435
H: -1.6566 -2.6697 5.6539
H: -0.5945 -2.8906 7.0392
H: -0.0983 -3.4756 5.4531
H: -1.5821 -0.2028 6.6202
H: -0.0897 0.7267 6.4599
H: -0.2301 -0.5210 7.7003
H: 2.0275 -2.1991 5.3111
H: 1.7160 -1.8288 6.9991
H: 2.0970 -0.5224 5.8867
N: -4.2358 6.4196 -5.1899
C: -3.1892 5.6872 -4.7025
C: -1.9938 6.3097 -4.3327
C: -0.9540 5.5710 -3.8017
C: -1.0837 4.1970 -3.6524
C: -2.2691 3.5644 -4.0188
C: -3.3097 4.2990 -4.5407
S: 0.2026 3.2772 -2.9005
O: 0.6538 2.2413 -3.7984
O: 1.1697 4.2170 -2.3846
N: -0.5041 2.4808 -1.6973
C: -0.7667 3.0874 -0.5708
S: -0.5989 4.7391 -0.0694
C: -1.3811 4.3362 1.4324
C: -1.6748 3.0215 1.4935
N: -1.2945 2.3234 0.3706
H: -4.1058 7.3850 -5.4297
H: -5.0444 5.9573 -5.5628
H: -1.8880 7.3792 -4.4584
H: -0.0344 6.0518 -3.5024
H: -2.3689 2.4950 -3.8920
H: -4.2307 3.8082 -4.8260
H: -1.5965 5.0889 2.1676
H: -2.1875 2.5194 2.2931

The orbital gap (spin up / spin down) is 6.294 / 6.255 eV. As for the spin multiplicity: 1. The LUMO energy (spin up / spin down) is -3.38 / -3.42 eV. The calculation puts the energy above the lowest of the compared OMol25 structures with the same formula, charge and spin at 1.134 eV. As for the total charge: +1.

Löwdin population analysis, charges in e, atoms 1 to 99:
1. Co 0.539
2. O 0.085
3. C -0.560
4. O -0.139
5. C -0.128
6. C 0.004
7. C -0.046
8. C -0.052
9. C -0.063
10. C -0.269
11. P 1.160
12. C -0.316
13. C -0.118
14. C -0.059
15. C -0.054
16. C -0.054
17. C -0.067
18. C -0.319
19. C -0.072
20. C -0.061
21. C -0.063
22. C -0.061
23. C -0.093
24. H 0.127
25. H 0.113
26. H 0.112
27. H 0.116
28. H 0.093
29. H 0.116
30. H 0.115
31. H 0.113
32. H 0.111
33. H 0.099
34. H 0.112
35. H 0.111
36. H 0.102
37. H 0.100
38. C -0.054
39. C -0.556
40. C -0.032
41. C -0.033
42. C -0.122
43. C 0.056
44. C -0.083
45. N 0.044
46. C -0.156
47. C 0.070
48. C -0.161
49. C 0.074
50. C -0.127
51. C 0.034
52. C -0.052
53. N 0.036
54. C -0.551
55. C -0.028
56. C -0.031
57. C -0.055
58. H 0.093
59. H 0.095
60. H 0.090
61. H 0.093
62. H 0.079
63. H 0.098
64. H 0.093
65. H 0.092
66. H 0.079
67. H 0.124
68. H 0.071
69. H 0.116
70. H 0.109
71. H 0.128
72. H 0.101
73. H 0.082
74. H 0.095
75. H 0.082
76. H 0.085
77. H 0.096
78. H 0.093
79. H 0.087
80. H 0.095
81. H 0.093
82. N 0.116
83. C -0.316
84. C -0.021
85. C -0.059
86. C -0.310
87. C -0.057
88. C -0.023
89. S 0.573
90. O -0.309
91. O -0.330
92. N -0.123
93. C -0.703
94. S 1.104
95. C -0.373
96. C -0.199
97. N -0.069
98. H 0.099
99. H 0.098